This record from the Open Molecules 2025 dataset describes a 2-piece molecular cluster, C4H12 overall at a distorted geometry. The level of theory is the ωB97M-V functional and the def2-TZVPD basis.

Output
Structure (SMILES) = CC.CC
Kohn-Sham gap = 12.8 eV
DFT total energy = -4341.5307 eV

XYZ file:
```
16
C4H12 (the ωB97M-V functional and the def2-TZVPD basis)
C -1.943 -1.497 -0.097
C -2.191 -0.232 -1.064
H -2.401 -2.393 -0.343
H -0.845 -1.769 0.127
H -2.279 -1.199 0.939
H -1.582 -0.364 -1.927
H -3.256 -0.128 -1.326
H -1.854 0.596 -0.626
C 1.517 0.307 0.611
C 2.618 1.432 0.563
H 1.932 -0.671 0.982
H 0.565 0.525 1.087
H 1.374 0.078 -0.505
H 2.029 2.273 0.310
H 3.266 1.342 -0.271
H 3.041 1.649 1.480
```

These are the natural (NBO) partial charges, in e, on atoms 1 to 8: -0.61 -0.59 0.20 0.20 0.20 0.20 0.20 0.20